No. 1
# C33H57BeN4OP2

C33H57BeN4OP2 as an isolated structure at a distorted geometry (wB97M-V/def2-TZVPD, the OMol25 dataset).

Cartesian coordinates (Å):
C  0.4719  2.9646  -0.7678
C  0.8129  1.4061  -2.5016
C  0.6627  4.0195  -1.6592
C  1.0796  2.4195  -3.4087
C  1.0377  3.7499  -2.9754
H  0.5282  5.0411  -1.3060
H  1.3850  2.1409  -4.4193
H  1.3172  4.5508  -3.6634
N  0.5112  1.6882  -1.2032
P  0.7671  1.7202  1.7183
P  -0.5565  -1.0474  -2.1985
C  0.2601  3.1910  0.7232
H  0.8284  4.0820  1.0564
H  -0.8048  3.4142  0.9291
C  -0.0194  -0.5645  1.1773
O  -0.2278  -1.4038  1.9628
C  0.9597  -0.0575  -2.8193
H  1.0726  -0.2553  -3.8877
C  -0.1710  -2.8774  -2.5395
C  -1.9895  -0.5246  -3.3367
C  2.6509  1.7666  1.8363
C  -0.0219  1.9148  3.4045
C  0.3731  -3.4421  -1.2112
H  -0.4002  -3.4059  -0.4272
H  0.6647  -4.4948  -1.3733
H  1.2460  -2.8777  -0.8506
C  -1.4223  -3.6895  -2.9150
H  -2.1868  -3.6396  -2.1292
H  -1.8587  -3.3858  -3.8740
H  -1.1251  -4.7450  -3.0169
C  0.8857  -3.0188  -3.6409
H  1.0513  -4.0969  -3.8304
H  0.5670  -2.5677  -4.5956
H  1.8474  -2.5822  -3.3244
C  -3.2965  -1.1644  -2.7972
H  -3.2233  -1.4378  -1.7375
H  -4.1199  -0.4421  -2.8887
H  -3.5848  -2.0500  -3.3749
C  -2.1415  1.0058  -3.2499
H  -2.0834  1.3512  -2.2097
H  -1.3872  1.5353  -3.8452
H  -3.1328  1.2893  -3.6395
C  -1.7344  -0.9354  -4.8051
H  -0.6808  -1.1279  -5.0471
H  -2.3390  -1.8062  -5.0953
H  -2.0540  -0.1048  -5.4536
C  0.4837  0.7723  4.3067
H  -0.0434  0.8447  5.2718
H  0.2552  -0.2104  3.8725
H  1.5635  0.8307  4.5026
C  -1.5469  1.7708  3.2581
H  -1.9790  2.6020  2.6824
H  -1.8183  0.8216  2.7841
H  -2.0003  1.7929  4.2638
C  0.2539  3.2954  4.0357
H  0.2297  4.1046  3.2902
H  -0.5433  3.5038  4.7675
H  1.2051  3.3264  4.5800
C  3.2548  2.2698  0.5151
H  2.9704  3.3061  0.2848
H  4.3540  2.2235  0.5905
H  2.9556  1.6222  -0.3170
C  3.1297  0.3108  2.0933
H  3.2352  -0.2392  1.1353
H  4.1116  0.3461  2.6119
H  2.4248  -0.2724  2.7107
C  3.1318  2.7189  2.9457
H  2.7292  3.7323  2.8000
H  2.8963  2.3583  3.9537
H  4.2276  2.7960  2.8735
Be  0.5996  0.2719  -0.2446
N  1.9434  -0.6025  -0.6880
C  2.2196  -0.5511  -1.9073
C  3.6096  -0.7790  -2.5845
C  3.5551  -0.6840  -4.1047
C  4.5209  0.3273  -2.0692
C  4.1469  -2.1415  -2.1081
H  2.9270  -1.4642  -4.5504
H  3.1934  0.3039  -4.4241
H  4.5746  -0.8118  -4.4909
H  4.5756  0.2751  -0.9756
H  5.5312  0.2120  -2.4792
H  4.1434  1.3216  -2.3423
H  4.5523  -2.7219  -2.9475
H  4.9348  -1.9711  -1.3620
H  3.3731  -2.7375  -1.6043
C  -5.0196  2.3134  0.3865
N  -4.0251  1.2547  0.4566
C  -4.1929  -0.0593  0.8798
C  -2.9569  -0.6544  0.7623
N  -2.0419  0.2768  0.3071
C  -2.7182  1.4084  0.1077
H  -5.9929  1.9343  0.7064
H  -4.7516  3.1608  1.0270
H  -5.1129  2.7006  -0.6344
H  -5.1335  -0.4630  1.2086
H  -2.6775  -1.6814  0.9680
H  -2.3323  2.3499  -0.2736

Atoms 1-3, force components in eV/Å:
C -0.1 -0.1 -0.2
C -0.1 -0.4 0.2
C 0.0 0.0 0.2

## Properties
* orbital gap: 7.48 eV
* total energy: -2283.1977 Ha
* energy relative to the best compared isomer or geometry (same formula, charge and spin): 0.00 kJ/mol
* total charge: +1

=====

No. 2
# C33H57CeN4OP2

C33H57CeN4OP2 as an isolated structure at a distorted geometry (wB97M-V/def2-TZVPD, the OMol25 dataset).

Cartesian coordinates (Å):
C  -0.1433  3.1837  0.0346
C  -1.0618  2.4436  2.1084
C  -0.4908  4.5062  0.3061
C  -1.3000  3.7967  2.4642
C  -1.0406  4.8137  1.5615
H  -0.2989  5.2638  -0.4516
H  -1.7328  3.9812  3.4489
H  -1.2666  5.8539  1.7935
N  -0.4208  2.1763  0.8998
P  1.8812  1.5299  -1.2529
P  -1.4749  -0.3416  2.4960
C  0.5296  2.8354  -1.3189
H  -0.2561  2.4935  -2.0205
H  0.9779  3.7255  -1.7941
C  -1.4853  1.3643  2.9579
H  -1.7757  1.6464  3.9735
C  -3.1875  -0.6968  1.7279
C  -0.9308  -1.5636  3.8702
C  2.1415  0.6954  -2.9645
C  3.3517  2.3907  -0.4538
C  -3.1410  -1.9358  0.8116
H  -2.9471  -2.8568  1.3694
H  -4.1138  -2.0481  0.3104
H  -2.3841  -1.8565  0.0221
C  -4.1811  -0.8946  2.8777
H  -4.0078  -1.8208  3.4370
H  -4.1667  -0.0527  3.5817
H  -5.2002  -0.9581  2.4685
C  -3.6074  0.5403  0.9041
H  -4.5627  0.3478  0.3865
H  -3.7477  1.4162  1.5529
H  -2.8641  0.7982  0.1376
C  -1.2582  -3.0060  3.4471
H  -0.7695  -3.2626  2.4976
H  -0.8668  -3.7014  4.2017
H  -2.3303  -3.2065  3.3534
C  0.5845  -1.4797  4.1129
H  1.1729  -1.8779  3.2770
H  0.9281  -0.4680  4.3443
H  0.8194  -2.1098  4.9835
C  -1.6688  -1.1001  5.1252
H  -2.7595  -1.1146  5.0214
H  -1.4094  -1.7626  5.9621
H  -1.3655  -0.0815  5.3989
C  4.3931  1.3072  -0.1161
H  5.2768  1.7958  0.3093
H  4.0146  0.6068  0.6369
H  4.7050  0.7283  -0.9916
C  2.9090  3.1082  0.8381
H  2.3009  3.9961  0.6227
H  2.3463  2.4514  1.5157
H  3.8069  3.4309  1.3863
C  3.8965  3.4367  -1.4242
H  4.5709  4.1123  -0.8788
H  4.4757  2.9873  -2.2343
H  3.0996  4.0540  -1.8600
C  0.9681  1.0865  -3.8640
H  0.9247  2.1654  -4.0675
H  1.0532  0.5690  -4.8320
H  0.0216  0.7732  -3.4108
C  2.1253  -0.8327  -2.7639
H  1.1540  -1.2032  -2.4062
H  2.3136  -1.3209  -3.7300
H  2.9009  -1.1672  -2.0634
C  3.4566  1.1233  -3.6101
H  3.4656  2.1932  -3.8418
H  4.3289  0.8723  -2.9970
H  3.5783  0.5904  -4.5643
Ce  0.4463  -0.0883  0.4857
C  2.2877  0.3271  2.1264
O  3.0753  0.3592  2.9883
N  -1.0225  -0.1647  -1.3532
C  -1.8970  -0.2521  -2.1276
C  -2.8942  -0.4967  -3.2096
C  -4.2193  0.0804  -2.7256
C  -2.3823  0.2449  -4.4387
C  -2.9554  -2.0035  -3.4385
H  -4.5451  -0.4497  -1.8226
H  -4.0751  1.1363  -2.4661
H  -5.0193  0.0168  -3.4707
H  -1.4252  -0.1894  -4.7516
H  -3.0595  0.2123  -5.2995
H  -2.2242  1.2990  -4.1770
H  -3.6504  -2.2873  -4.2365
H  -1.9589  -2.3762  -3.7089
H  -3.2667  -2.5094  -2.5160
C  3.8447  -4.7087  0.3579
N  2.6144  -3.9790  0.1772
C  1.3964  -4.5031  -0.2657
C  0.5105  -3.4778  -0.2664
N  1.1667  -2.3298  0.1925
C  2.4571  -2.6723  0.4360
H  3.7106  -5.5012  1.1033
H  4.1626  -5.1675  -0.5852
H  4.6122  -4.0097  0.7025
H  1.3098  -5.5430  -0.5338
H  -0.5264  -3.4146  -0.5748
H  3.2721  -2.0225  0.7743

Atoms 1-3, force components in eV/Å:
C 0.0 1.0 -0.5
C 0.0 -0.5 -0.3
C 0.5 -1.0 -0.4

## Properties
* orbital gap (alpha / beta): 4.86 / 4.85 eV
* total energy: -2742.7991 Ha
* energy relative to the best compared isomer or geometry (same formula, charge and spin): 0.00 kJ/mol
* total charge: +3

=====

No. 3
# C33H57FInN2O2Si

C33H57FInN2O2Si as an isolated structure at a distorted geometry (wB97M-V/def2-TZVPD, the OMol25 dataset).

Cartesian coordinates (Å):
O  0.5244  -2.5623  -1.8354
O  -1.6134  -2.0797  -4.2403
C  1.8946  -3.0217  -1.9662
C  2.4739  -3.5481  -0.6668
H  2.4974  -2.1785  -2.3535
H  1.9713  -3.7812  -2.7639
H  2.5248  -2.7039  0.0365
H  3.4932  -3.9397  -0.8219
H  1.8470  -4.3197  -0.2125
C  -0.4125  -3.5457  -1.4230
C  -0.5288  -4.7232  -2.3743
H  -1.3638  -2.9904  -1.3451
H  -0.1155  -3.9028  -0.4019
H  -0.8604  -4.4320  -3.3715
H  -1.3244  -5.3408  -1.9612
H  0.3949  -5.3126  -2.4391
C  -2.8041  -1.7233  -3.5739
C  -1.0872  -1.1135  -5.1277
C  -3.5160  -3.0029  -3.1917
H  -3.4930  -1.1217  -4.2018
H  -2.5007  -1.1415  -2.6845
H  -3.7090  -3.6226  -4.0677
H  -4.4821  -2.8515  -2.7142
H  -2.8799  -3.5787  -2.5318
C  -0.8454  -1.8254  -6.4517
H  -0.1424  -0.7719  -4.6756
H  -1.7553  -0.2516  -5.2825
H  -0.1884  -2.6704  -6.2586
H  -0.4288  -1.2256  -7.2592
H  -1.7935  -2.2234  -6.8181
H  2.0546  1.3450  -0.8837
N  1.5779  1.2253  2.1006
C  1.4182  2.4318  2.5943
C  0.2346  3.2132  2.5303
C  -1.1119  2.8206  2.4448
C  2.5878  3.0829  3.2930
H  3.5124  3.0144  2.7053
H  2.7668  2.6002  4.2636
H  2.3702  4.1335  3.4656
C  -2.1488  3.8899  2.7025
H  -2.6072  3.7810  3.6958
H  -2.9621  3.8595  1.9700
H  -1.6942  4.8787  2.6537
N  -1.4978  1.5772  2.2193
C  2.7244  0.4888  2.4015
C  3.8629  0.4450  1.5386
C  4.0381  1.3269  0.3599
C  4.8483  -0.5006  1.7637
H  5.6435  -0.5961  1.0202
C  4.8407  -1.2976  2.9043
H  5.6394  -2.0239  3.0703
C  3.7857  -1.1761  3.8057
H  3.7640  -1.7759  4.7204
C  2.7289  -0.3020  3.5775
C  1.6106  -0.2129  4.5713
C  -2.7656  1.0965  2.5409
C  -3.6694  0.7524  1.5019
C  -3.2824  0.9500  0.0733
C  -4.8724  0.1261  1.8065
H  -5.5327  -0.1420  0.9857
C  -5.2241  -0.1547  3.1313
H  -6.1890  -0.6123  3.3569
C  -4.3178  0.1482  4.1558
H  -4.5648  -0.0872  5.1911
C  -3.0901  0.7530  3.8852
C  -2.0805  0.9767  4.9676
In  -0.1562  -1.0196  1.5536
H  3.7158  0.7949  -0.5365
H  5.0981  1.5538  0.1728
H  3.5089  2.2779  0.4310
H  1.3662  0.8193  4.8521
H  1.9077  -0.7484  5.4844
H  0.6929  -0.6957  4.2071
H  -4.1862  1.1175  -0.5267
H  -2.7818  0.0732  -0.3701
H  -2.6337  1.8157  -0.0814
H  -1.0831  0.5974  4.7032
H  -2.3997  0.4667  5.8841
H  -1.9610  2.0447  5.1978
H  0.3951  4.2701  2.6924
C  1.7627  0.7116  -1.6553
Si  0.7106  2.0540  -2.3774
H  2.6358  0.3355  -2.1830
H  1.1512  -0.1080  -1.2729
C  1.7841  2.0496  -3.8996
C  0.9897  3.4420  -1.0981
C  -1.1107  1.8919  -2.6648
H  -1.4257  0.8658  -2.8789
H  -1.2790  2.5170  -3.5640
H  -1.7386  2.2675  -1.8450
H  2.7910  1.7088  -3.6145
H  1.8053  3.0658  -4.3004
H  1.3342  1.2911  -4.5533
H  1.8854  3.3456  -0.4723
H  0.1863  3.5940  -0.3703
H  1.1496  4.3617  -1.6653
F  1.7097  -1.2906  0.6463

Atoms 1-3, force components in eV/Å:
O 0.8 0.2 -0.1
O -0.7 0.0 -0.2
C -0.2 -0.2 -0.5

## Properties
* orbital gap (alpha / beta): 3.66 / 5.47 eV
* total energy: -2130.7242 Ha
* energy relative to the best compared isomer or geometry (same formula, charge and spin): 92.19 kJ/mol
* total charge: +1

=====

No. 4
# C33H57NO4S3

A 8-piece molecular cluster, C33H57NO4S3 overall at a distorted geometry (wB97M-V/def2-TZVPD, the OMol25 dataset).

Cartesian coordinates (Å):
C  3.1353  1.5339  -3.5658
C  2.0483  0.6319  -3.0308
C  2.3883  -0.6521  -2.8968
C  1.4473  -1.5331  -2.3928
N  1.8693  -2.8811  -1.8578
C  2.7553  -3.5781  -2.7808
C  2.4453  -5.0631  -2.4088
C  1.0293  -5.0571  -2.1178
C  0.5733  -3.6291  -1.7708
C  2.5113  -2.5801  -0.5428
H  3.9753  1.5479  -2.9608
H  2.9913  2.7089  -3.3778
H  3.3343  1.4069  -4.6518
H  1.3843  0.7489  -3.7968
H  1.6323  1.1049  -2.1848
H  3.2763  -0.9131  -2.2408
H  2.8593  -1.0011  -3.7578
H  0.7563  -1.5791  -3.2518
H  0.8013  -1.1131  -1.5528
H  3.8283  -3.4201  -2.6348
H  2.6483  -3.3451  -3.9018
H  3.0573  -5.5871  -1.5228
H  2.6573  -5.5621  -3.3328
H  0.7813  -5.6321  -1.1378
H  0.4763  -5.7571  -2.7058
H  0.0373  -3.5821  -0.9308
H  -0.2177  -3.3221  -2.3818
H  3.1793  -1.8761  -0.4128
H  2.5393  -3.5681  -0.0978
H  1.8593  -2.3521  0.3062
O  0.4363  0.0349  0.7732
H  0.4423  0.4869  -0.0628
C  0.0913  0.5329  4.4432
S  -1.2097  0.3259  3.2522
O  -2.1527  -0.6161  4.0222
C  -1.8417  2.0529  3.6802
H  0.7433  1.2949  3.9982
H  0.8493  -0.3711  4.6312
H  0.2433  1.0209  5.3752
H  -2.9127  2.1459  3.2222
H  -1.2727  2.8769  3.6282
H  -1.8977  2.3239  4.6852
C  0.4893  -2.9201  2.8312
S  -1.1397  -3.2801  2.4972
O  -1.0397  -4.2791  1.3892
C  -1.3307  -4.0691  4.0902
H  1.0563  -3.8331  2.7632
H  0.7193  -2.5071  3.8302
H  0.8083  -2.4131  1.9192
H  -1.3947  -3.4001  4.8512
H  -0.5787  -4.8901  4.3182
H  -2.4387  -4.3671  4.0462
C  3.1963  0.3419  2.8062
S  3.0333  1.9119  1.8372
O  3.9643  2.9909  2.4252
C  3.9273  1.2619  0.4252
H  2.6163  -0.5431  2.6422
H  3.4093  0.4439  3.9472
H  4.2493  -0.0781  2.8192
H  5.0033  0.9399  0.6232
H  4.1243  1.9859  -0.2348
H  3.2383  0.6109  -0.0538
C  0.8163  5.2179  1.1492
C  0.6843  6.6639  1.5292
C  -0.6677  7.1669  1.4692
C  -1.8137  6.3759  1.0642
C  -1.6547  4.9749  0.8172
C  -0.2357  4.3069  0.7922
H  1.8323  4.7639  1.2522
H  1.6363  7.2719  1.7462
H  -0.5497  8.2289  1.8792
H  -2.5427  6.8189  0.6672
H  -2.5147  4.2419  0.5962
H  -0.1027  3.2329  0.5132
C  -4.3957  -0.2961  0.7412
C  -5.7667  -0.6391  0.9642
C  -6.1287  -2.0321  0.7482
C  -5.0647  -2.9881  0.3422
C  -3.8007  -2.5241  0.1462
C  -3.4027  -1.1291  0.3602
H  -4.1557  0.9319  0.7282
H  -6.6347  -0.0011  1.2622
H  -7.0747  -2.4691  0.9292
H  -5.3477  -4.0371  0.1342
H  -2.9897  -3.4871  -0.1328
H  -2.3397  -0.6971  0.3032
C  -2.5257  2.6349  -4.7798
C  -2.4927  3.6469  -3.6198
C  -1.8897  3.3459  -2.3818
C  -1.4837  2.0669  -2.2068
C  -1.6247  1.0019  -3.0588
C  -2.0877  1.2859  -4.5068
H  -2.6617  2.8169  -5.8498
H  -2.6327  4.4809  -4.0408
H  -1.4887  4.2419  -1.6058
H  -1.0207  1.8409  -1.3128
H  -1.3397  0.0019  -2.7548
H  -2.0337  0.6189  -5.4078

Atoms 1-3, force components in eV/Å:
C -0.5 3.6 -0.6
C 0.0 7.3 -0.4
C 7.4 -5.2 2.6

## Properties
* orbital gap: 7.01 eV
* total energy: -2841.1132 Ha